No. 1
A structure of composition C22H19BrClIIrN2O2 at a distorted geometry. Source: the OMol25 dataset; level of theory: wB97M-V/def2-TZVPD.

Calculated values
Net charge: +1
LUMO energy (spin up / spin down): -3.2 / -5.7 eV
Energy relative to the best compared isomer or geometry (same formula, charge and spin): 3.5 kcal per mole
Multiplicity: 5
Frontier orbital gap (spin up / spin down): 6.5 / 5.2 eV
E_HOMO (spin up / spin down): -9.73 / -10.90 eV

Cartesian coordinates (Å):
Ir -0.0986 1.9150 -0.6911
C -0.8396 3.1285 2.0950
O -1.2301 2.0739 1.2322
C -1.6812 0.9411 1.8207
C -2.5174 0.9947 2.9449
C -2.7820 -0.2309 3.6206
Br -3.9970 -0.1262 5.0860
C -2.2666 -1.3879 3.0918
C -1.6601 -1.4704 1.8012
C -1.3787 -0.2290 1.1967
O -0.7239 -0.0191 -0.0574
C -1.3032 -2.7132 1.1266
N -1.8268 -3.9516 1.2461
C -1.1621 -4.7338 0.3222
C -1.3563 -6.0948 0.0087
C -0.7273 -6.5734 -1.0977
C 0.2603 -5.8292 -1.7520
C 0.5172 -4.4561 -1.4463
C -0.1922 -3.9652 -0.4043
N -0.3366 -2.7064 0.1336
H 0.1604 2.8972 2.4626
H -1.4572 3.2127 3.0017
H -0.8689 4.0912 1.6159
H -2.9855 1.9026 3.3303
H -2.2578 -2.3303 3.6009
H -0.7538 -0.8291 -0.6319
H -2.0232 -6.7342 0.5671
H -0.8986 -7.6229 -1.3572
H 0.7900 -6.2963 -2.5584
H 1.3629 -3.9543 -1.9015
H 0.3567 -1.9813 0.0708
Cl 1.7885 4.4581 -3.4055
C 1.7281 3.4915 -1.6891
C 3.0420 3.6646 -0.9402
C 4.1694 2.8962 -1.0626
C 3.9871 1.5639 -1.5415
C 2.6840 1.1683 -1.9502
C 1.5562 2.0227 -1.9364
C 0.2231 1.6794 -2.5822
H 3.0621 4.6690 -0.5338
H 5.1793 3.2464 -0.8464
H 4.8013 0.8607 -1.6311
H 2.5365 0.0948 -2.2794
H 0.1039 0.6803 -3.0535
H -0.1825 2.5082 -3.2418
I -1.0605 7.6779 1.2379
C 0.2656 3.8089 -1.1026
H -0.3976 4.3103 -1.8143
H 0.3906 4.2775 -0.1051



No. 2
A structure of composition Cd2H10O6 at a distorted geometry. Source: the OMol25 dataset; level of theory: wB97M-V/def2-TZVPD.

Calculated values
Net charge: +2
LUMO energy: -9.4 eV
Energy relative to the best compared isomer or geometry (same formula, charge and spin): 30.4 kcal per mole
Frontier orbital gap: 8.6 eV
E_HOMO: -17.99 eV

Cartesian coordinates (Å):
Cd 0.0705 3.2977 -0.1785
Cd 0.0588 0.3441 -0.0155
O 1.2243 1.8129 -0.6862
H 1.6865 1.3063 -1.3821
O -1.1492 1.9154 0.6618
H -1.1943 1.7921 1.6300
O 1.1886 -1.2358 -0.8439
H 2.1183 -1.2047 -1.0695
H 0.9297 -2.1409 -1.0171
O 0.9872 -0.1992 1.8739
H 0.5580 -0.5675 2.6461
H 1.9091 -0.4359 1.9758
O -1.1352 0.0935 -1.5988
H -1.8857 -0.4956 -1.6754
H -1.2792 0.7549 -2.2757
O -1.1885 -1.3297 0.6682
H -1.9992 -1.6016 1.0985
H -0.8995 -2.1059 0.1884



Repeat the second record exactly.
A structure of composition Cd2H10O6 at a distorted geometry. Source: the OMol25 dataset; level of theory: wB97M-V/def2-TZVPD.

Calculated values
Net charge: +2
LUMO energy: -9.4 eV
Energy relative to the best compared isomer or geometry (same formula, charge and spin): 30.4 kcal per mole
Frontier orbital gap: 8.6 eV
E_HOMO: -17.99 eV

Cartesian coordinates (Å):
Cd 0.0705 3.2977 -0.1785
Cd 0.0588 0.3441 -0.0155
O 1.2243 1.8129 -0.6862
H 1.6865 1.3063 -1.3821
O -1.1492 1.9154 0.6618
H -1.1943 1.7921 1.6300
O 1.1886 -1.2358 -0.8439
H 2.1183 -1.2047 -1.0695
H 0.9297 -2.1409 -1.0171
O 0.9872 -0.1992 1.8739
H 0.5580 -0.5675 2.6461
H 1.9091 -0.4359 1.9758
O -1.1352 0.0935 -1.5988
H -1.8857 -0.4956 -1.6754
H -1.2792 0.7549 -2.2757
O -1.1885 -1.3297 0.6682
H -1.9992 -1.6016 1.0985
H -0.8995 -2.1059 0.1884